Record 1
Formula: C12H15N3
Source: the Open Molecules 2025 dataset
Level of theory: wB97M-V/def2-TZVPD

Computed properties:
E, eV: -17147.890
HOMO energy (spin up / spin down), eV: -11.37 / -11.35
⟨S²⟩: 0.76
Lowest unoccupied orbital energy (spin up / spin down), eV: -2.968 / -7.339
Molecular weight, g/mol: 201.27

Structure (ORCA input):
```
! wB97M-V def2-TZVPD RIJCOSX def2/J DEFGRID3
* xyz 1 2
N -1.629 1.825 -3.609
C -1.730 0.593 -4.142
C -0.664 -0.117 -3.902
C 0.143 0.637 -3.053
C -0.513 1.888 -2.881
H -2.305 2.563 -3.749
H -2.677 0.183 -4.459
H -0.527 -1.174 -4.076
H 0.998 0.229 -2.534
H -0.341 2.814 -2.352
N 2.531 -1.335 3.380
C 3.276 -1.062 2.236
C 3.129 0.248 1.956
C 2.278 0.791 2.928
C 1.801 -0.234 3.710
H 2.585 -2.225 3.854
H 3.807 -1.869 1.755
H 3.807 0.529 1.164
H 1.930 1.812 2.975
H 1.052 -0.195 4.487
N -0.891 0.027 0.071
C -0.806 -0.416 1.354
C -1.900 -1.147 1.718
C -2.842 -1.027 0.619
C -2.157 -0.311 -0.375
H -0.191 0.494 -0.488
H 0.163 -0.294 1.815
H -2.179 -1.782 2.546
H -3.751 -1.563 0.388
H -2.398 0.119 -1.336
*
```

***

Record 2
Formula: C12H15N3O3S
Source: the Open Molecules 2025 dataset
Level of theory: wB97M-V/def2-TZVPD

Computed properties:
E, eV: -34137.512
HOMO energy, eV: -8.38
SMILES string: CNC(=O)NC(=O)CSc1ccc(NC(C)=O)cc1
Lowest unoccupied orbital energy, eV: 0.529
Molecular weight, g/mol: 281.34

Structure (ORCA input):
```
! wB97M-V def2-TZVPD RIJCOSX def2/J DEFGRID3
* xyz 0 1
C -1.344 -3.594 0.221
N -1.937 -2.281 0.254
C -2.300 -1.640 -0.862
O -2.208 -2.052 -1.993
N -2.849 -0.345 -0.650
C -2.983 0.352 0.505
O -2.729 -0.088 1.608
C -3.484 1.768 0.311
H -3.453 2.303 1.260
H -4.504 1.768 -0.072
S -2.486 2.642 -0.951
C -0.864 2.035 -0.529
C -0.049 1.549 -1.539
C 1.206 1.052 -1.247
C 1.653 1.030 0.073
C 0.828 1.528 1.081
C -0.419 2.038 0.785
H -1.038 2.429 1.577
H 1.167 1.520 2.108
N 2.902 0.530 0.443
C 3.903 0.033 -0.348
O 3.841 -0.065 -1.550
C 5.113 -0.385 0.462
H 5.523 0.472 0.994
H 5.869 -0.782 -0.208
H 4.838 -1.150 1.186
H 3.088 0.567 1.437
H 1.837 0.673 -2.032
H -0.401 1.557 -2.559
H -3.071 0.129 -1.519
H -2.067 -1.809 1.143
H -0.334 -3.568 0.633
H -1.302 -3.918 -0.817
H -1.947 -4.298 0.797
*
```

***

Record 3
Formula: C12H15N4OPdS
Source: the Open Molecules 2025 dataset
Level of theory: wB97M-V/def2-TZVPD

Computed properties:
E, eV: -35004.387
HOMO energy (spin up / spin down), eV: -10.85 / -11.01
Lowest unoccupied orbital energy (spin up / spin down), eV: -3.858 / -4.004
Molecular weight, g/mol: 369.77

Structure (ORCA input):
```
! wB97M-V def2-TZVPD RIJCOSX def2/J DEFGRID3
* xyz 1 1
Pd 1.013 -0.071 -0.915
C -2.545 3.753 0.208
N -2.652 2.375 0.647
C -3.720 1.831 1.325
C -3.439 0.543 1.559
N -2.173 0.283 1.029
C -1.693 1.441 0.456
S -0.241 1.861 -0.299
C -1.557 -0.985 1.106
C -2.233 -2.066 1.669
C -1.598 -3.290 1.728
C -0.306 -3.418 1.241
C 0.292 -2.296 0.711
N -0.326 -1.109 0.634
H -3.452 4.280 0.492
H -2.420 3.794 -0.873
H -1.684 4.231 0.672
H -4.590 2.405 1.588
H -4.029 -0.193 2.069
H -3.234 -1.971 2.058
H -2.107 -4.141 2.159
H 0.225 -4.358 1.278
H 1.316 -2.322 0.351
N 5.325 -0.025 -0.945
C 3.996 0.023 -1.087
O 3.237 -0.163 -0.128
C 3.437 0.325 -2.454
C 2.150 -0.461 -2.650
H 5.719 -0.187 -0.034
H 5.947 0.129 -1.717
H 4.170 0.122 -3.240
H 3.217 1.396 -2.476
H 2.322 -1.539 -2.596
H 1.634 -0.198 -3.568
*
```

***

Record 4
Formula: C12H15NO
Source: the Open Molecules 2025 dataset
Level of theory: wB97M-V/def2-TZVPD

Computed properties:
E, eV: -16220.581
HOMO energy, eV: -8.91
SMILES string: CCCCN1Cc2ccccc2C1=O
Lowest unoccupied orbital energy, eV: 0.595
Molecular weight, g/mol: 189.26

Structure (ORCA input):
```
! wB97M-V def2-TZVPD RIJCOSX def2/J DEFGRID3
* xyz 0 1
C -4.148 -1.229 -1.347
C -3.215 -0.767 -0.324
C -2.953 0.609 0.220
C -1.926 0.945 1.184
C -0.254 -0.775 1.126
C 1.190 -0.900 0.440
C 2.302 -1.776 0.404
C 3.388 -1.363 -0.271
C 3.805 0.002 -0.671
C 2.855 1.043 -0.485
C 1.626 0.439 0.029
C 0.326 1.278 -0.035
H -4.133 -0.594 -2.250
H -3.849 -2.160 -1.830
H -5.317 -1.265 -0.944
H -3.414 -1.449 0.646
H -2.146 -0.955 -0.605
H -3.886 0.995 0.545
H -2.664 1.118 -0.722
H -1.600 2.147 1.389
H -2.082 0.415 2.086
H -0.061 -0.898 2.246
H -0.940 -1.685 0.885
H 2.298 -2.635 0.931
H 4.254 -2.038 -0.613
H 4.741 -0.219 -1.405
H 2.932 2.068 -0.651
N -0.668 0.468 0.516
O 0.321 2.355 -0.618
*
```

***

Record 5
Formula: C12H15NO
Source: the Open Molecules 2025 dataset
Level of theory: wB97M-V/def2-TZVPD

Computed properties:
E, eV: -16220.822
HOMO energy, eV: -8.10
SMILES string: CC(C)(C)/N=C1/O[C@H]1c1ccccc1
Lowest unoccupied orbital energy, eV: 0.511
Molecular weight, g/mol: 189.26

Structure (ORCA input):
```
! wB97M-V def2-TZVPD RIJCOSX def2/J DEFGRID3
* xyz 0 1
C 3.864 1.099 0.338
C 3.434 0.388 1.490
C 3.430 0.626 -0.931
C 2.370 -0.568 1.362
C 2.460 -0.389 -0.995
C 1.895 -0.923 0.152
C -0.637 -1.454 -0.816
C 0.848 -1.929 0.132
C -2.331 1.407 -1.166
C -3.719 -0.264 -0.019
C -1.478 0.301 0.982
C -2.288 0.111 -0.270
N -1.742 -0.929 -1.179
O 0.264 -2.320 -1.199
H 4.399 2.109 0.405
H 3.847 0.593 2.516
H 3.692 1.132 -1.826
H 2.000 -1.056 2.265
H 2.235 -0.618 -2.053
H 0.658 -2.651 1.004
H -2.964 1.972 -0.565
H -1.344 1.843 -1.289
H -2.713 1.134 -2.179
H -4.299 0.435 0.568
H -3.789 -1.246 0.383
H -4.291 -0.373 -0.955
H -1.668 -0.261 1.858
H -0.469 0.464 0.588
H -1.664 1.366 1.398
*
```

***

Record 6
Formula: C12H15O9P2S5SbW
Source: the Open Molecules 2025 dataset
Level of theory: wB97M-V/def2-TZVPD

Computed properties:
E, eV: -112243.375
HOMO energy (spin up / spin down), eV: -4.62 / -4.87
⟨S²⟩: 0.76
Lowest unoccupied orbital energy (spin up / spin down), eV: 1.260 / 1.375
Molecular weight, g/mol: 831.13

Structure (ORCA input):
```
! wB97M-V def2-TZVPD RIJCOSX def2/J DEFGRID3
* xyz -1 2
W 0.892 -0.923 -0.812
C 3.923 1.601 -2.038
C 3.186 1.030 -0.870
O 2.906 -0.192 -0.932
C 2.833 1.787 0.301
C 3.639 2.799 0.856
C 3.177 3.537 1.986
C 1.903 3.269 2.576
C 1.139 2.249 2.036
C 1.597 1.436 0.978
O 0.862 0.374 0.712
H 3.684 1.075 -2.963
H 5.008 1.553 -1.828
H 3.688 2.674 -2.181
H 4.709 2.906 0.594
H 3.855 4.190 2.531
H 1.615 3.863 3.448
H 0.120 2.011 2.427
S -1.589 -4.578 0.901
Sb -0.082 -3.841 -0.761
S 1.755 -2.690 0.574
S -1.217 -1.532 -0.666
O 2.340 -1.802 -4.741
P 1.044 -2.060 -3.876
O 0.141 -3.223 -4.145
O 1.504 -1.896 -2.429
O 0.116 -0.741 -4.249
P 0.308 0.764 -3.726
O -1.190 1.388 -3.977
O 1.388 1.559 -4.281
O 0.520 0.625 -2.093
H 2.666 -2.637 -5.058
H -1.922 0.745 -3.738
C -6.232 -1.574 2.534
C -5.065 -0.613 2.818
S -4.857 0.833 2.095
C -4.047 -0.982 3.743
C -2.860 -1.602 3.049
S -4.359 -0.838 5.364
H -7.032 -0.942 2.227
H -6.450 -2.064 3.446
H -5.913 -2.241 1.697
H -1.929 -1.427 3.596
H -2.802 -1.196 2.025
H -2.977 -2.673 2.851
*
```

***

Record 7
Formula: C12H15P
Source: the Open Molecules 2025 dataset
Level of theory: wB97M-V/def2-TZVPD

Computed properties:
E, eV: -21972.167
HOMO energy, eV: -7.52
SMILES string: CC1=C(C)[C@@](C)(C2=CC=CC2)P=C1
Lowest unoccupied orbital energy, eV: 0.164
Molecular weight, g/mol: 190.23

Structure (ORCA input):
```
! wB97M-V def2-TZVPD RIJCOSX def2/J DEFGRID3
* xyz 0 1
C 1.259 -1.491 -2.944
C 1.700 -1.107 -1.679
C -0.049 -1.187 -3.056
C -0.196 2.530 0.485
C -1.043 1.396 0.967
C 0.690 -0.498 -1.005
C -0.369 0.217 1.083
C -0.543 -0.450 -1.860
C 0.916 0.067 0.347
C -2.313 1.736 1.635
C -0.862 -0.958 1.725
C 2.066 -0.434 1.196
P 1.292 2.129 -0.132
H 1.857 -1.933 -3.686
H 2.703 -1.004 -1.233
H -0.582 -1.335 -3.908
H -0.712 3.468 0.463
H -0.620 0.588 -2.132
H -1.351 -0.999 -1.487
H -2.842 0.744 1.569
H -2.794 2.497 1.084
H -2.253 2.083 2.564
H -1.848 -0.905 2.195
H -0.049 -1.353 2.406
H -1.034 -1.931 1.114
H 2.538 -1.391 0.737
H 1.735 -0.830 2.160
H 2.703 0.351 1.393
*
```

***

Record 8
Formula: C12H16AuClRu
Source: the Open Molecules 2025 dataset
Level of theory: wB97M-V/def2-TZVPD

Computed properties:
E, eV: -31491.383
HOMO energy (spin up / spin down), eV: -3.20 / -4.78
⟨S²⟩: 15.82
Lowest unoccupied orbital energy (spin up / spin down), eV: 3.077 / 1.653
Molecular weight, g/mol: 493.75

Structure (ORCA input):
```
! wB97M-V def2-TZVPD RIJCOSX def2/J DEFGRID3
* xyz -1 8
Ru -2.271 0.869 -1.669
Cl -2.972 1.488 -3.595
C -3.102 1.948 -0.143
C -3.351 -0.777 -0.933
H -4.177 1.940 -0.116
H -2.654 1.642 0.860
H -2.845 3.046 -0.358
H -4.456 -0.581 -0.891
H -2.949 -1.016 0.160
H -3.200 -1.624 -1.612
Au 0.128 -0.103 0.036
C 2.207 -1.911 -1.360
C -1.023 -0.053 2.085
H 1.223 -2.419 -1.310
H 2.486 -1.887 -2.460
H 2.953 -2.642 -0.929
H -1.670 -0.910 2.432
H -1.137 0.850 2.744
C 2.117 -0.631 -0.729
C 3.222 0.008 -0.484
C 4.015 1.149 0.048
C 5.401 1.278 -0.231
C 6.076 2.410 0.252
C 5.422 3.389 0.966
C 4.045 3.240 1.258
C 3.347 2.141 0.811
H 5.905 0.522 -0.812
H 7.155 2.505 0.044
H 5.950 4.278 1.317
H 3.525 4.006 1.851
H 2.272 2.002 1.022
*
```